{"formula": "C19H28N6O2Zr", "method": "ωB97M-V/def2-TZVPD", "total_charge": 4, "homo_ev": [-19.22, -19.21], "e_above_lowest_kj_mol": 264.31, "elements": ["H", "C", "H", "O", "N", "N", "C", "H", "H", "C", "H", "H", "C", "C", "H", "C", "C", "H", "C", "C", "H", "H", "C", "C", "H", "H", "H", "C", "H", "H", "H", "C", "H", "N", "N", "C", "H", "H", "Zr", "C", "H", "C", "H", "H", "H", "H", "H", "O", "N", "C", "C", "N", "H", "H", "C", "H"], "positions_angstrom": [[1.5103, -0.2068, -4.1594], [-1.6225, 2.1201, 3.8487], [3.4867, 3.7054, -2.1006], [-1.8529, 1.4554, -2.0670], [0.5924, 2.0734, 2.1055], [-1.7839, -1.5358, -1.2773], [-2.6819, -1.7624, 1.1388], [-1.6148, 3.1981, 4.0591], [-0.7342, 1.6658, 4.2991], [1.2544, -3.1755, -1.6432], [-3.2727, 0.4931, 2.1206], [-0.5979, -1.5154, -3.9793], [1.3218, -2.6417, 1.6967], [2.1543, 2.1046, -2.1394], [2.8110, -3.0275, 3.1005], [-3.8351, -2.1198, -2.7485], [1.7917, -3.3531, 2.8521], [2.6638, 2.0462, 2.1154], [2.5175, -1.3188, -2.5906], [-3.0117, 1.5480, 1.9339], [1.8019, 4.1119, -2.5704], [-0.2897, 3.9726, 2.4034], [2.4151, -2.3700, -1.6589], [-0.5687, 1.4765, 1.7029], [-2.5161, 1.6769, 4.3106], [-0.6753, -3.5435, -2.5172], [-4.7354, -1.8152, -2.1992], [0.1899, -2.8895, -2.5016], [2.8671, 3.2497, -3.7240], [1.8054, -4.4307, 2.6415], [1.8775, 0.5449, 1.5075], [1.4374, -1.0302, -3.4483], [3.2380, -2.5678, -0.9653], [0.8749, -2.0030, 0.8354], [1.7669, 1.1321, -1.6361], [0.2507, -1.7775, -3.3605], [0.6537, 3.3419, 3.7894], [1.4940, 3.9321, 2.3395], [0.6631, -0.9949, -1.3217], [2.6043, 3.3645, -2.6622], [-3.8836, -3.2040, -2.9294], [1.8401, 1.6408, 1.5139], [1.1914, -4.0263, -0.9652], [-3.0553, 1.7264, 0.8558], [3.4378, -0.7248, -2.6397], [1.1255, -3.1600, 3.7028], [-1.4670, 0.0600, 0.7296], [-2.5581, -2.8962, 1.1304], [-0.5891, 0.5927, 0.7328], [-0.9249, 0.7725, -1.9934], [0.6010, 3.3975, 2.6917], [-1.6861, 1.8877, 2.4143], [-3.8209, -1.5951, -3.7154], [-3.7313, 2.2055, 2.4424], [-2.6803, -1.7944, -1.9772], [1.9496, 1.9835, 0.4769]], "lowdin_charge": [0.173, -0.028, 0.138, 0.196, -0.137, 0.075, 0.039, 0.109, 0.107, -0.088, 0.061, 0.164, -0.117, -0.115, 0.133, 0.043, 0.033, 0.117, -0.092, -0.041, 0.135, 0.114, -0.087, -0.395, 0.114, 0.165, 0.141, -0.091, 0.131, 0.130, 0.060, -0.092, 0.176, 0.105, 0.084, -0.126, 0.107, 0.109, 1.674, 0.037, 0.136, -0.056, 0.170, 0.091, 0.173, 0.136, -0.037, 0.086, 0.096, -0.045, -0.029, -0.131, 0.132, 0.122, -0.155, 0.049]}